9 unconnected molecules or ions with the total composition C33H84BNO18P2S3 in a non-equilibrium geometry. Source: the OMol25 dataset; level of theory: ωB97M-V/def2-TZVPD.

**E_HOMO**: -0.3353 Ha
**DFT total energy**: -125686.705 eV

```
142
Properties=species:S:1:pos:R:3:forces:R:3
C 1.994 7.626 3.745 0.017 0.047 0.099
C 2.706 6.277 3.607 -0.040 0.020 -0.032
C 1.818 5.179 3.008 0.103 -0.025 -0.161
N 2.000 3.920 3.737 0.122 0.174 -0.264
C 1.272 2.813 3.229 -0.235 0.329 0.137
O 2.075 2.081 2.260 0.193 -0.352 0.089
S 1.321 1.601 0.934 -0.263 0.373 -0.273
O 0.906 2.755 0.173 0.067 -0.224 0.181
O -0.109 1.188 1.696 0.186 0.070 -0.024
C -0.089 0.086 2.569 -0.111 0.048 -0.153
O -1.380 -0.390 2.687 -0.110 -0.182 0.102
B -2.407 -0.507 1.712 0.173 0.199 -0.286
O -2.866 0.597 1.062 -0.432 -0.482 0.363
O -2.955 -1.763 1.566 0.111 -0.004 0.402
P 0.789 -1.343 1.674 0.094 -0.018 -0.618
S 0.079 -1.522 -0.123 -0.105 -0.066 0.138
C 0.529 0.374 3.994 -0.002 0.008 0.275
O 1.780 -0.308 3.966 0.102 -0.068 -0.218
C 2.111 -1.415 4.817 -0.219 0.228 0.173
C 3.466 -1.935 4.405 0.171 -0.164 -0.117
O 4.456 -0.946 4.567 -0.113 0.118 0.059
C 5.063 -0.506 3.357 0.111 -0.042 -0.037
C 5.612 0.899 3.548 0.015 0.020 0.004
P -0.665 -0.367 5.277 0.129 0.006 0.352
S -0.262 -0.259 7.181 0.025 -0.037 -0.190
C 0.792 1.894 4.396 0.166 -0.052 -0.142
C 1.940 1.868 5.449 0.081 -0.182 -0.130
C 1.938 2.922 6.522 -0.774 -0.500 -0.141
O 2.848 3.664 6.726 0.839 0.628 0.186
C -0.443 2.644 4.968 -0.040 -0.025 -0.105
C -1.709 2.725 4.088 -0.085 0.084 -0.053
C -2.294 4.147 3.991 0.147 0.020 0.090
O -2.932 4.379 2.754 0.090 0.248 0.215
C -2.140 5.051 1.798 0.101 -0.177 -0.078
H 0.956 7.488 4.064 0.074 0.025 -0.022
H 2.478 8.251 4.499 0.034 -0.026 -0.098
H 1.994 8.189 2.808 -0.097 -0.099 0.023
H 3.050 5.937 4.588 -0.077 0.045 -0.053
H 3.590 6.408 2.976 0.036 -0.068 0.161
H 0.764 5.459 3.105 0.022 -0.008 -0.030
H 2.031 5.057 1.936 -0.125 0.032 0.031
H 2.990 3.707 3.806 -0.103 -0.050 0.245
H 0.417 3.210 2.681 -0.064 -0.019 0.169
H -3.207 1.293 1.650 0.352 0.433 -0.300
H -3.749 -1.922 2.087 -0.047 0.029 -0.311
H 0.557 -2.448 2.501 0.062 0.071 0.255
H 2.171 -1.156 1.684 0.080 -0.027 0.185
H 1.366 -2.218 4.721 0.098 0.015 0.031
H 2.134 -1.091 5.861 0.027 -0.059 -0.053
H 3.459 -2.304 3.371 -0.042 0.015 0.085
H 3.696 -2.791 5.052 -0.001 0.049 -0.058
H 4.329 -0.532 2.541 -0.014 0.080 0.120
H 5.866 -1.205 3.091 -0.090 0.040 -0.079
H 5.591 1.448 2.603 0.049 -0.037 0.066
H 6.639 0.893 3.916 -0.082 -0.026 0.027
H 5.002 1.440 4.274 -0.022 -0.022 -0.089
H -1.869 0.239 4.932 -0.021 -0.056 -0.063
H -0.827 -1.670 4.798 -0.048 -0.059 -0.074
H 2.913 1.900 4.957 -0.091 -0.124 0.000
H 1.898 0.929 6.000 -0.018 0.005 0.074
H 1.062 2.919 7.196 -0.081 0.027 0.016
H -0.685 2.262 5.963 0.003 0.016 -0.102
H -0.074 3.665 5.117 -0.033 -0.069 0.115
H -2.484 2.067 4.495 0.027 0.058 -0.163
H -1.529 2.400 3.059 0.088 0.003 0.122
H -1.490 4.880 4.153 -0.090 0.028 -0.050
H -3.054 4.316 4.760 0.142 -0.047 0.038
H -1.272 4.453 1.485 -0.044 0.020 0.023
H -2.772 5.214 0.924 0.051 -0.006 0.029
H -1.789 6.021 2.176 -0.037 -0.069 0.005
C -1.198 -4.138 -2.506 0.007 -0.058 0.080
C -2.524 -4.853 -2.660 -0.040 0.036 0.039
O -3.066 -5.255 -1.403 -0.012 0.053 -0.013
H -0.477 -4.778 -1.995 0.006 -0.006 -0.019
H -0.788 -3.849 -3.475 -0.030 0.016 -0.011
H -1.328 -3.240 -1.901 0.015 0.049 -0.036
H -2.412 -5.767 -3.240 0.013 0.013 -0.025
H -3.239 -4.210 -3.186 0.019 -0.021 -0.060
H -3.182 -4.461 -0.870 0.029 -0.046 0.011
C -6.885 3.126 2.157 0.033 -0.109 -0.054
C -5.565 3.641 1.619 -0.083 0.142 0.059
O -4.616 2.603 1.408 0.036 -0.321 0.014
H -6.733 2.593 3.097 -0.002 0.013 0.011
H -7.578 3.950 2.334 0.004 0.018 -0.004
H -7.353 2.440 1.448 -0.038 0.000 0.007
H -5.092 4.318 2.329 -0.063 -0.090 -0.079
H -5.717 4.195 0.688 -0.043 -0.003 -0.049
H -4.948 1.964 0.766 -0.132 0.162 -0.076
C -5.841 -7.994 -4.558 0.031 -0.008 -0.094
C -4.652 -7.079 -4.341 -0.043 0.056 -0.008
O -4.088 -6.614 -5.564 -0.038 -0.026 -0.022
H -5.556 -8.850 -5.170 -0.005 -0.009 0.013
H -6.230 -8.357 -3.606 0.005 0.011 0.013
H -6.648 -7.465 -5.072 -0.014 0.002 0.023
H -3.847 -7.613 -3.836 -0.010 0.001 0.026
H -4.932 -6.230 -3.710 0.018 -0.035 0.058
H -4.765 -6.117 -6.036 0.040 -0.010 0.014
C 4.523 -5.141 -0.179 0.056 0.040 0.113
C 3.913 -4.057 0.684 -0.005 0.146 -0.128
O 4.895 -3.298 1.395 -0.075 -0.020 -0.011
H 5.117 -5.830 0.421 -0.018 -0.017 -0.005
H 3.753 -5.714 -0.695 -0.006 0.011 -0.007
H 5.180 -4.706 -0.936 -0.027 -0.009 -0.031
H 3.262 -4.489 1.444 0.019 0.004 0.030
H 3.308 -3.380 0.069 -0.084 -0.057 0.018
H 5.482 -2.902 0.743 0.017 -0.020 0.057
C -0.369 1.429 -3.556 -0.022 -0.097 -0.093
C -1.620 1.145 -2.747 -0.039 0.033 0.132
O -1.941 -0.241 -2.705 0.140 0.039 -0.091
H -0.481 1.061 -4.577 -0.001 0.022 -0.008
H -0.162 2.500 -3.590 0.013 0.007 0.028
H 0.496 0.930 -3.109 0.007 0.038 0.026
H -2.488 1.631 -3.194 0.008 0.023 -0.008
H -1.504 1.536 -1.730 -0.037 0.000 0.003
H -1.182 -0.686 -2.311 -0.096 -0.063 0.046
C -1.250 3.840 -6.675 0.037 0.014 -0.098
C -0.228 4.871 -6.242 -0.009 0.048 0.012
O 0.383 5.534 -7.346 -0.053 -0.004 -0.028
H -0.794 3.093 -7.323 -0.006 -0.041 0.045
H -1.679 3.326 -5.814 -0.002 0.008 0.013
H -2.066 4.312 -7.228 -0.021 0.005 0.034
H 0.592 4.398 -5.703 -0.013 -0.009 0.016
H -0.686 5.607 -5.571 0.019 -0.016 0.033
H -0.309 5.982 -7.844 0.037 -0.020 0.009
C 4.808 -9.524 -3.481 0.076 0.004 0.047
C 4.285 -8.408 -2.598 -0.027 0.024 0.003
O 5.327 -7.687 -1.947 0.054 -0.025 -0.097
H 5.413 -10.218 -2.897 -0.008 -0.009 -0.006
H 3.985 -10.076 -3.938 -0.014 0.006 0.000
H 5.431 -9.123 -4.284 -0.016 -0.004 -0.013
H 3.672 -8.812 -1.793 -0.023 -0.008 -0.018
H 3.659 -7.725 -3.183 -0.020 0.000 0.021
H 5.891 -7.299 -2.624 -0.006 -0.023 0.037
C -1.881 1.198 -10.881 -0.060 -0.001 0.058
C -0.875 1.331 -9.754 0.021 -0.021 0.005
O -1.390 0.887 -8.504 -0.020 -0.045 -0.058
H -2.788 1.756 -10.648 0.002 0.004 -0.012
H -1.469 1.577 -11.817 0.014 0.002 -0.001
H -2.156 0.152 -11.034 0.011 0.000 -0.016
H -0.609 2.377 -9.600 0.020 0.002 -0.026
H 0.045 0.790 -10.001 0.016 0.022 0.006
H -1.623 -0.044 -8.587 0.006 0.036 0.035
```
Positions in Å, forces in eV/Å.